{
  "formula": "C8H15N3",
  "method": "ωB97M-V/def2-TZVPD",
  "species": ["C", "C", "C", "C", "C", "C", "C", "C", "N", "N", "N", "H", "H", "H", "H", "H", "H", "H", "H", "H", "H", "H", "H", "H", "H", "H"],
  "positions_angstrom": [[-1.91, -0.04, 0.02], [-0.87, 2.09, 0.71], [-1.92, 1.21, 0.74], [-0.82, -0.65, -0.67], [2.98, -0.34, -0.64], [0.60, -0.03, -0.43], [-3.05, 1.69, 1.54], [-0.84, -2.22, -0.78], [1.65, -0.81, -0.60], [3.47, 0.44, 0.46], [0.66, 1.23, -0.18], [-2.93, -0.39, 0.01], [-0.53, 3.10, 0.98], [3.67, -1.19, -1.05], [3.04, 0.35, -1.57], [-1.01, -0.28, -1.76], [-3.43, 0.66, 2.01], [-3.93, 1.99, 0.91], [-2.85, 2.38, 2.29], [-0.28, -2.60, 0.10], [-0.44, -2.52, -1.77], [-1.96, -2.57, -0.68], [1.50, -1.54, -1.22], [4.42, 0.68, 0.41], [1.54, 1.72, 0.04], [3.38, 0.18, 1.44]],
  "mulliken_spin": [0.54, 0.41, -0.09, -0.03, 0.03, 0.06, 0.03, 0.04, 0.09, 0.63, 0.02, 0.02, 0.00, 0.10, 0.11, 0.09, -0.01, -0.01, 0.00, 0.00, 0.00, -0.01, 0.00, -0.01, 0.00, 0.00],
  "s2": 2.035,
  "molar_mass_g_mol": 153.2,
  "total_charge": 2,
  "homo_lumo_gap_ev": [8.051, 4.078],
  "multiplicity": 3
}

{
  "formula": "C8H9BaNS2",
  "method": "ωB97M-V/def2-TZVPD",
  "species": ["Ba", "C", "H", "H", "H", "H", "H", "S", "C", "N", "C", "C", "C", "C", "C", "C", "S", "H", "H", "H", "H"],
  "positions_angstrom": [[1.94, 0.59, -0.87], [-0.03, 0.09, -5.27], [0.81, 0.13, -4.56], [-0.24, -0.92, -5.71], [0.07, 0.75, -6.16], [-0.85, 0.82, -4.81], [-1.27, 0.55, -3.86], [0.19, -1.91, -1.77], [-0.15, -1.59, -0.15], [-0.14, -0.25, 0.17], [-0.21, 0.01, 1.54], [0.04, 1.32, 1.97], [0.12, 1.46, 3.35], [0.06, 0.34, 4.21], [-0.09, -0.94, 3.71], [-0.17, -1.14, 2.35], [-0.18, -2.57, 1.31], [0.06, 2.13, 1.18], [0.14, 2.47, 3.79], [0.09, 0.49, 5.29], [-0.22, -1.86, 4.28]],
  "mulliken_charge": [0.77, -1.01, 0.12, 0.22, 0.39, 0.01, 0.12, -0.21, 0.17, -0.72, 0.52, -0.70, -0.39, -0.60, -0.30, 0.31, -0.18, 0.42, 0.35, 0.36, 0.36],
  "molar_mass_g_mol": 320.6,
  "total_charge": 0,
  "homo_lumo_gap_ev": 3.147,
  "multiplicity": 1
}

{
  "formula": "C37H90Br3N3O3",
  "method": "ωB97M-V/def2-TZVPD",
  "species": ["C", "Br", "Br", "Br", "H", "C", "C", "C", "C", "C", "C", "H", "H", "H", "H", "H", "H", "H", "H", "H", "H", "H", "H", "H", "H", "C", "C", "C", "C", "C", "C", "H", "H", "H", "H", "H", "H", "H", "H", "H", "H", "H", "H", "H", "H", "C", "C", "C", "C", "C", "C", "H", "H", "H", "H", "H", "H", "H", "H", "H", "H", "H", "H", "H", "H", "C", "C", "C", "C", "C", "C", "H", "H", "H", "H", "H", "H", "H", "H", "H", "H", "H", "H", "H", "H", "C", "C", "C", "O", "C", "N", "H", "H", "H", "H", "H", "H", "H", "H", "H", "H", "H", "C", "C", "C", "O", "C", "N", "H", "H", "H", "H", "H", "H", "H", "H", "H", "H", "H", "C", "C", "C", "O", "C", "N", "H", "H", "H", "H", "H", "H", "H", "H", "H", "H", "H"],
  "positions_angstrom": [[-13.17, 17.18, -3.07], [-13.96, 16.99, -4.87], [-11.73, 18.52, -2.92], [-12.56, 15.43, -2.41], [-13.93, 17.57, -2.40], [-9.44, 16.83, -5.53], [-9.80, 15.65, -6.39], [-11.19, 15.08, -6.06], [-11.74, 14.08, -7.08], [-13.12, 13.56, -6.71], [-13.06, 12.37, -5.72], [-10.08, 17.70, -5.68], [-8.38, 17.08, -5.66], [-9.53, 16.57, -4.47], [-9.71, 15.89, -7.46], [-9.09, 14.82, -6.24], [-11.82, 15.98, -5.96], [-11.13, 14.58, -5.09], [-11.72, 14.44, -8.11], [-10.93, 13.34, -7.12], [-13.70, 14.33, -6.20], [-13.71, 13.29, -7.58], [-12.72, 11.52, -6.30], [-12.40, 12.66, -4.90], [-14.04, 12.16, -5.29], [-9.51, 17.24, 0.16], [-8.34, 18.23, 0.03], [-8.26, 18.86, -1.37], [-7.47, 20.18, -1.43], [-7.03, 20.50, -2.85], [-8.16, 20.88, -3.81], [-9.48, 16.83, 1.18], [-9.39, 16.37, -0.49], [-10.48, 17.72, 0.10], [-8.33, 18.92, 0.87], [-7.42, 17.66, 0.24], [-9.24, 19.03, -1.82], [-7.78, 18.08, -1.96], [-8.02, 20.94, -0.87], [-6.56, 20.00, -0.85], [-6.34, 21.35, -2.92], [-6.33, 19.70, -3.12], [-7.93, 21.17, -4.83], [-8.78, 19.98, -3.93], [-8.79, 21.59, -3.28], [-15.31, 24.53, -4.67], [-15.80, 23.63, -5.76], [-15.31, 22.17, -5.53], [-13.84, 22.01, -5.89], [-13.09, 20.93, -5.17], [-11.66, 20.73, -5.67], [-15.63, 24.19, -3.68], [-15.72, 25.55, -4.74], [-14.22, 24.60, -4.73], [-16.89, 23.57, -5.80], [-15.43, 23.91, -6.74], [-15.91, 21.44, -6.08], [-15.49, 21.80, -4.51], [-13.68, 21.95, -6.98], [-13.20, 22.91, -5.84], [-13.10, 21.07, -4.09], [-13.63, 19.99, -5.35], [-10.93, 21.39, -5.18], [-11.32, 19.73, -5.40], [-11.49, 20.88, -6.73], [-15.63, 19.02, -7.67], [-14.86, 18.55, -8.89], [-15.48, 18.90, -10.27], [-15.18, 20.33, -10.73], [-15.92, 20.64, -12.05], [-15.66, 22.07, -12.49], [-16.58, 18.48, -7.76], [-15.90, 20.07, -7.77], [-15.01, 18.74, -6.83], [-13.84, 18.95, -8.95], [-14.74, 17.46, -8.96], [-16.57, 18.81, -10.16], [-15.12, 18.19, -11.01], [-15.27, 21.07, -9.94], [-14.12, 20.42, -10.98], [-15.73, 19.89, -12.81], [-16.99, 20.54, -11.84], [-14.57, 22.19, -12.51], [-16.00, 22.19, -13.52], [-16.02, 22.84, -11.81], [-18.02, 18.15, -3.47], [-18.50, 18.28, -2.04], [-19.73, 17.45, -1.72], [-19.35, 16.09, -1.82], [-20.46, 15.23, -1.77], [-17.42, 17.94, -1.11], [-18.06, 17.08, -3.73], [-16.99, 18.48, -3.65], [-18.65, 18.61, -4.24], [-18.65, 19.35, -1.82], [-20.60, 17.66, -2.36], [-20.03, 17.58, -0.67], [-21.02, 15.35, -0.83], [-20.13, 14.20, -1.73], [-21.17, 15.48, -2.56], [-16.52, 18.15, -1.53], [-17.45, 16.92, -1.01], [-17.12, 14.68, -5.03], [-17.36, 13.38, -5.79], [-18.75, 12.75, -5.67], [-19.21, 12.77, -4.34], [-18.86, 11.66, -3.53], [-16.87, 13.32, -7.19], [-16.20, 15.17, -5.36], [-16.97, 14.45, -3.98], [-17.95, 15.36, -5.19], [-16.69, 12.63, -5.35], [-18.69, 11.76, -6.13], [-19.54, 13.30, -6.19], [-19.26, 11.86, -2.54], [-17.77, 11.63, -3.40], [-19.15, 10.73, -4.02], [-16.66, 12.35, -7.44], [-15.90, 13.63, -7.25], [-15.71, 21.14, -0.63], [-14.77, 20.00, -0.25], [-13.34, 20.35, 0.12], [-12.84, 21.06, -0.99], [-11.59, 21.68, -0.82], [-15.34, 19.39, 0.96], [-15.19, 21.88, -1.26], [-16.17, 21.61, 0.23], [-16.52, 20.80, -1.29], [-14.68, 19.16, -0.95], [-12.84, 19.39, 0.31], [-13.28, 20.90, 1.06], [-11.49, 22.45, -1.59], [-10.74, 21.01, -0.96], [-11.59, 22.30, 0.08], [-15.27, 19.83, 1.86], [-16.25, 18.99, 0.78]],
  "mulliken_charge": [-0.25, 0.11, 0.20, -0.08, 0.09, -0.64, -0.97, 0.84, -1.24, 0.67, -1.27, -0.03, 0.45, 0.18, 0.34, 0.35, -0.41, 0.19, 0.39, 0.37, -0.47, 0.38, 0.35, 0.30, 0.25, -0.87, -0.90, 0.66, -0.60, -0.92, -0.67, 0.44, 0.27, -0.01, 0.39, 0.39, -0.82, 0.53, 0.26, 0.41, 0.34, 0.38, 0.49, -0.02, 0.22, -1.09, -0.61, -0.14, -0.81, 1.41, -0.82, 0.23, 0.38, 0.29, 0.37, 0.28, 0.03, 0.09, 0.34, 0.43, -0.06, -0.69, 0.34, -0.41, 0.50, -0.34, -0.49, -0.88, -0.48, -0.45, -1.23, 0.44, 0.22, -0.43, 0.29, 0.28, 0.30, 0.43, 0.27, 0.30, 0.34, 0.32, 0.31, 0.37, 0.31, -0.94, 0.73, -1.05, -0.28, -0.64, -0.33, -0.14, 0.21, 0.45, 0.21, 0.46, 0.45, 0.35, 0.02, 0.32, -0.05, 0.28, -0.95, 0.96, -1.00, -0.20, -0.75, -0.82, -0.06, 0.38, 0.37, -0.01, 0.40, 0.27, 0.22, 0.30, 0.32, 0.35, 0.19, -1.16, 2.48, -1.19, -0.01, -0.96, -0.68, 0.32, 0.28, 0.12, -1.33, 0.26, 0.54, 0.26, 0.24, 0.41, 0.20, 0.25],
  "molar_mass_g_mol": 864.9,
  "total_charge": 0,
  "homo_lumo_gap_ev": 8.255,
  "multiplicity": 1
}

{
  "formula": "C21H40FN3O5",
  "method": "ωB97M-V/def2-TZVPD",
  "species": ["O", "C", "F", "C", "N", "C", "O", "O", "H", "H", "H", "H", "C", "C", "C", "C", "C", "C", "N", "O", "C", "C", "C", "H", "H", "H", "H", "H", "H", "H", "H", "H", "H", "H", "H", "H", "H", "H", "H", "H", "H", "C", "C", "C", "C", "C", "C", "N", "O", "C", "C", "C", "H", "H", "H", "H", "H", "H", "H", "H", "H", "H", "H", "H", "H", "H", "H", "H", "H", "H"],
  "positions_angstrom": [[5.41, -1.30, -1.83], [5.28, -0.67, -2.83], [5.76, -1.13, -4.01], [4.59, 0.67, -2.99], [3.39, 0.50, -3.80], [2.18, 0.46, -3.03], [1.91, 1.25, -2.16], [1.34, -0.53, -3.39], [5.29, 1.34, -3.49], [4.39, 1.08, -2.00], [3.32, 1.24, -4.50], [1.78, -1.40, -3.34], [2.57, -1.77, 4.20], [2.87, -2.51, 2.87], [4.22, -2.08, 2.29], [4.22, -0.68, 1.69], [3.10, -0.54, 0.65], [1.73, -0.92, 1.21], [1.80, -2.27, 1.86], [1.72, -3.22, 0.99], [1.25, 0.17, 2.18], [0.71, -0.97, 0.08], [2.92, -4.00, 3.19], [3.34, -1.04, 4.45], [1.61, -1.26, 4.18], [2.51, -2.48, 5.03], [4.51, -2.80, 1.51], [4.98, -2.16, 3.07], [4.11, 0.07, 2.47], [5.18, -0.49, 1.21], [3.05, 0.48, 0.27], [3.33, -1.19, -0.20], [0.33, -0.13, 2.69], [1.04, 1.08, 1.62], [1.99, 0.43, 2.94], [1.02, -1.64, -0.72], [0.59, 0.02, -0.35], [-0.26, -1.31, 0.44], [1.95, -4.36, 3.53], [3.65, -4.16, 3.98], [3.22, -4.59, 2.32], [-5.71, 2.77, -0.25], [-5.38, 1.34, -0.73], [-4.93, 0.45, 0.43], [-3.52, 0.76, 0.94], [-2.52, 0.73, -0.21], [-2.91, 1.64, -1.37], [-4.32, 1.35, -1.79], [-4.39, 0.32, -2.56], [-2.72, 3.11, -0.96], [-1.99, 1.40, -2.56], [-6.66, 0.76, -1.32], [-5.50, 2.91, 0.81], [-5.15, 3.53, -0.80], [-6.76, 3.00, -0.40], [-4.95, -0.60, 0.10], [-5.65, 0.54, 1.24], [-3.50, 1.74, 1.44], [-3.23, 0.03, 1.69], [-1.53, 1.02, 0.14], [-2.43, -0.30, -0.58], [-3.11, 3.78, -1.73], [-1.65, 3.31, -0.85], [-3.19, 3.36, -0.01], [-1.97, 0.35, -2.86], [-0.97, 1.69, -2.29], [-2.30, 2.00, -3.42], [-6.97, 1.32, -2.20], [-7.45, 0.82, -0.57], [-6.55, -0.29, -1.60]],
  "mulliken_spin": [0.00, 0.00, 0.00, 0.00, 0.00, 0.00, 0.00, 0.00, 0.00, 0.00, 0.00, 0.00, 0.01, 0.01, 0.04, -0.02, 0.04, 0.01, 0.39, 0.54, 0.03, -0.02, -0.01, 0.00, -0.01, 0.00, 0.00, 0.00, 0.00, 0.00, 0.00, -0.01, -0.02, 0.00, 0.00, 0.01, 0.00, -0.02, 0.00, 0.00, 0.00, 0.02, 0.01, 0.04, -0.02, 0.03, 0.00, 0.39, 0.54, 0.03, -0.02, -0.01, 0.00, -0.01, 0.00, 0.00, 0.00, 0.00, 0.00, 0.00, 0.00, -0.02, 0.00, 0.00, 0.01, 0.00, -0.01, 0.00, 0.00, 0.00],
  "s2": 2.008,
  "molar_mass_g_mol": 433.6,
  "total_charge": 0,
  "homo_lumo_gap_ev": [8.388, 9.483],
  "multiplicity": 3
}

{
  "formula": "C7H10O",
  "method": "ωB97M-V/def2-TZVPD",
  "species": ["C", "C", "C", "C", "C", "C", "C", "H", "H", "H", "H", "H", "H", "H", "H", "H", "H", "O"],
  "positions_angstrom": [[-1.80, 1.67, 0.05], [0.56, 0.86, -0.58], [-0.59, 0.81, 0.24], [-0.69, -0.30, 1.13], [0.39, -1.07, 1.53], [1.60, -0.79, 0.92], [1.64, 0.01, -0.23], [-1.36, 2.65, -0.22], [-2.39, 1.46, -0.76], [-2.44, 1.65, 0.89], [0.63, 1.62, -1.41], [-1.60, -0.45, 1.64], [0.32, -2.05, 2.02], [2.43, -1.37, 1.30], [2.56, 0.03, -0.87], [-0.34, -1.03, -1.82], [0.80, -1.99, -2.33], [0.28, -1.73, -1.51]],
  "mulliken_charge": [-1.38, -0.83, 0.93, -0.52, -0.43, -0.52, -0.04, 0.35, 0.32, 0.40, 0.33, 0.38, 0.32, 0.33, 0.36, 0.33, 0.31, -0.64],
  "smiles": "Cc1ccccc1.O",
  "molar_mass_g_mol": 110.2,
  "total_charge": 0,
  "homo_lumo_gap_ev": 9.334,
  "multiplicity": 1
}

{
  "formula": "C28H80O12",
  "method": "ωB97M-V/def2-TZVPD",
  "species": ["C", "C", "O", "H", "H", "H", "H", "H", "H", "C", "C", "O", "H", "H", "H", "H", "H", "H", "C", "C", "O", "H", "H", "H", "H", "H", "H", "C", "C", "O", "H", "H", "H", "H", "H", "H", "C", "C", "O", "H", "H", "H", "H", "H", "H", "C", "C", "O", "H", "H", "H", "H", "H", "H", "C", "C", "O", "H", "H", "H", "H", "H", "H", "C", "C", "O", "H", "H", "H", "H", "H", "H", "C", "C", "C", "O", "H", "H", "H", "H", "H", "H", "H", "H", "C", "C", "C", "O", "H", "H", "H", "H", "H", "H", "H", "H", "C", "C", "C", "O", "H", "H", "H", "H", "H", "H", "H", "H", "C", "C", "C", "O", "H", "H", "H", "H", "H", "H", "H", "H"],
  "positions_angstrom": [[5.67, 11.04, -13.75], [4.37, 10.57, -14.48], [3.72, 9.67, -13.65], [6.36, 10.23, -13.56], [5.44, 11.47, -12.78], [6.10, 11.79, -14.41], [4.69, 9.91, -15.29], [3.75, 11.38, -14.86], [2.97, 9.30, -14.12], [5.97, 14.50, -16.04], [7.27, 14.29, -16.78], [8.07, 13.60, -15.94], [5.50, 13.54, -15.84], [5.30, 14.97, -16.77], [6.21, 15.15, -15.20], [7.77, 15.19, -17.13], [7.07, 13.74, -17.70], [8.78, 13.28, -16.51], [6.65, 9.85, -17.86], [5.72, 8.81, -18.49], [5.57, 7.61, -17.77], [7.55, 9.34, -17.48], [6.19, 10.23, -16.95], [6.95, 10.61, -18.57], [6.15, 8.55, -19.46], [4.75, 9.29, -18.67], [6.33, 7.05, -17.95], [4.04, 14.26, -10.20], [5.37, 13.89, -10.93], [5.29, 14.31, -12.25], [3.17, 13.87, -10.72], [4.07, 15.33, -9.98], [4.11, 13.84, -9.19], [5.44, 12.81, -10.80], [6.14, 14.44, -10.39], [6.17, 14.06, -12.56], [0.44, 10.38, -16.17], [0.39, 9.05, -15.44], [1.69, 8.60, -15.26], [1.11, 11.12, -15.73], [-0.56, 10.79, -16.32], [0.86, 10.15, -17.15], [-0.16, 8.32, -16.03], [-0.03, 9.13, -14.44], [1.95, 8.20, -16.09], [3.55, 7.32, -11.10], [4.14, 6.22, -10.24], [5.22, 6.77, -9.59], [4.24, 7.83, -11.77], [3.12, 8.07, -10.44], [2.78, 6.87, -11.72], [4.50, 5.45, -10.94], [3.44, 5.78, -9.53], [4.86, 7.44, -9.00], [8.92, 15.96, -12.77], [9.09, 14.49, -13.01], [7.82, 13.97, -13.17], [9.87, 16.37, -12.44], [8.28, 16.18, -11.91], [8.54, 16.47, -13.65], [9.67, 14.16, -12.15], [9.65, 14.33, -13.93], [7.70, 13.81, -14.11], [1.81, 11.18, -11.41], [0.90, 9.99, -11.73], [0.36, 9.60, -10.45], [2.71, 10.85, -10.89], [1.23, 11.93, -10.88], [2.19, 11.75, -12.26], [1.52, 9.17, -12.10], [0.10, 10.16, -12.45], [-0.01, 8.71, -10.47], [3.63, 5.40, -14.39], [2.35, 4.79, -13.92], [1.16, 4.91, -14.89], [2.63, 3.42, -13.72], [3.52, 6.47, -14.59], [4.02, 4.98, -15.31], [4.35, 5.37, -13.57], [2.06, 5.22, -12.96], [1.51, 4.47, -15.83], [0.85, 5.93, -15.13], [0.24, 4.41, -14.58], [3.49, 3.24, -13.33], [3.34, 12.54, -17.76], [2.55, 12.52, -19.09], [1.06, 12.93, -18.99], [3.28, 13.42, -19.88], [2.91, 11.88, -17.00], [3.14, 13.48, -17.25], [4.42, 12.47, -17.87], [2.61, 11.51, -19.49], [0.58, 12.22, -18.31], [0.51, 12.86, -19.93], [0.88, 13.96, -18.69], [3.10, 14.26, -19.46], [0.17, 15.70, -16.09], [1.29, 15.78, -14.94], [1.58, 14.50, -14.17], [2.49, 16.11, -15.60], [0.25, 16.62, -16.67], [-0.80, 15.75, -15.58], [0.25, 14.79, -16.68], [1.05, 16.59, -14.25], [1.98, 13.70, -14.79], [0.63, 14.19, -13.73], [2.40, 14.62, -13.47], [3.17, 16.24, -14.93], [7.18, 6.97, -12.70], [7.47, 6.30, -14.04], [8.22, 7.14, -15.02], [8.31, 5.21, -13.73], [6.66, 6.34, -11.99], [6.44, 7.76, -12.83], [8.11, 7.39, -12.30], [6.58, 5.90, -14.51], [9.20, 7.51, -14.69], [7.60, 7.97, -15.36], [8.48, 6.53, -15.89], [7.81, 4.64, -13.15]],
  "mulliken_charge": [-0.18, 0.78, 0.01, 0.14, -0.17, -0.04, -0.09, -0.36, -0.05, -0.24, -0.46, -0.51, -0.37, 0.39, 0.28, 0.36, 0.35, 0.26, -0.53, -0.34, -0.48, 0.38, -0.18, 0.39, 0.41, 0.10, 0.30, -1.33, 0.00, -0.26, 0.16, 0.41, 0.41, 0.26, 0.25, 0.39, -0.86, -0.61, -0.30, 0.05, 0.47, 0.31, 0.42, 0.25, 0.15, 0.01, -0.60, -0.52, -0.02, 0.46, -0.31, 0.23, 0.38, 0.33, -1.08, -0.21, -0.36, 0.41, 0.22, 0.26, 0.32, 0.24, -0.09, -0.93, 0.39, -0.59, 0.28, 0.50, 0.06, -0.31, 0.30, 0.32, -0.91, 1.01, -1.23, -0.58, 0.05, 0.49, 0.10, -0.03, 0.38, 0.05, 0.40, 0.32, 0.14, -0.04, -0.87, -0.59, -0.36, 0.10, 0.22, 0.34, 0.04, 0.41, 0.19, 0.39, -1.15, 0.30, -0.75, -0.56, 0.40, 0.42, 0.01, 0.33, 0.02, 0.43, 0.24, 0.31, -0.65, 1.17, -1.34, -0.61, 0.29, -0.26, 0.36, -0.20, 0.41, 0.09, 0.38, 0.34],
  "smiles": "CC(C)O.CC(C)O.CC(C)O.CC(C)O.CCO.CCO.CCO.CCO.CCO.CCO.CCO.CCO",
  "molar_mass_g_mol": 608.9,
  "total_charge": 0,
  "homo_lumo_gap_ev": 10.047,
  "multiplicity": 1
}

{
  "formula": "C3H5ClN2O2",
  "method": "ωB97M-V/def2-TZVPD",
  "species": ["C", "C", "C", "H", "H", "H", "H", "H", "N", "N", "O", "O", "Cl"],
  "positions_angstrom": [[-0.27, 0.37, -0.73], [0.99, -0.01, 0.00], [0.84, -0.14, 1.47], [0.46, -0.07, -2.38], [-1.20, 0.44, -2.53], [-2.83, 0.58, -0.69], [-1.38, 0.63, 0.95], [1.23, -1.53, 2.84], [-0.28, 0.72, -2.07], [-1.34, 0.48, -0.02], [1.66, -1.22, 1.96], [-0.06, 0.55, 2.12], [2.16, -0.80, -0.93]],
  "mulliken_charge": [0.24, 0.10, 0.51, 0.32, 0.29, 0.32, 0.29, 0.36, -0.51, -0.48, -0.47, -0.71, -0.26],
  "molar_mass_g_mol": 136.5,
  "total_charge": 0,
  "homo_lumo_gap_ev": 6.486,
  "multiplicity": 1
}